(1)
140
Properties=species:S:1:pos:R:3 method="wB97M-V/def2-TZVPD" spin_multiplicity=3 s2=2.0174 homo_lumo_gap_ev="7.83 / 7.19" charge=+2
W 0.078 -0.006 1.225
C -0.578 -0.057 4.640
N 0.300 -0.376 3.492
C 1.114 -1.366 3.721
C 1.800 -1.960 2.660
C 2.499 -3.162 2.549
C 2.675 -3.380 1.185
C 2.100 -2.302 0.527
N 1.571 -1.428 1.409
C -0.124 1.069 5.548
C -1.020 2.055 5.944
C -0.636 3.053 6.828
C 0.650 3.067 7.345
C 1.546 2.074 6.976
C 1.159 1.082 6.088
H -0.657 -0.953 5.263
H -1.577 0.136 4.251
H 1.193 -1.808 4.711
H 2.786 -3.801 3.367
H 3.161 -4.219 0.718
H 2.053 -2.123 -0.535
H -2.043 2.030 5.587
H -1.353 3.809 7.119
H 0.945 3.840 8.040
H 2.541 2.059 7.398
H 1.867 0.309 5.810
C -1.106 2.515 2.525
N 0.201 2.276 1.867
C 1.258 2.431 2.900
C 0.445 3.423 0.927
C -0.535 3.723 -0.200
N -0.253 3.009 -1.423
C 0.989 3.479 -2.024
C -1.337 3.187 -2.380
H -1.192 3.558 2.847
H -1.195 1.879 3.396
H -1.912 2.285 1.840
H 1.155 3.396 3.405
H 2.237 2.379 2.432
H 1.191 1.651 3.642
H 1.428 3.277 0.491
H 0.479 4.321 1.552
H -0.481 4.811 -0.377
H -1.558 3.497 0.098
H 1.027 4.577 -2.073
H 1.066 3.094 -3.038
H 1.852 3.111 -1.468
H -1.377 4.210 -2.780
H -2.292 2.965 -1.911
H -1.187 2.491 -3.207
O -2.047 0.772 0.393
S -3.182 0.527 -0.590
C -4.768 0.823 0.322
C -4.833 0.221 1.687
C -4.289 0.896 2.776
C -4.336 0.338 4.043
C -4.928 -0.900 4.242
C -5.492 -1.571 3.167
C -5.450 -1.009 1.900
C -3.325 -1.284 -0.715
C -4.387 -1.762 -1.662
C -4.456 -1.253 -2.958
C -5.356 -1.781 -3.871
C -6.208 -2.807 -3.491
C -6.163 -3.303 -2.197
C -5.254 -2.782 -1.287
H -5.516 0.403 -0.353
H -4.883 1.906 0.352
H -3.856 1.878 2.638
H -3.930 0.882 4.885
H -4.971 -1.329 5.234
H -5.979 -2.525 3.317
H -5.927 -1.517 1.073
H -3.494 -1.651 0.293
H -2.346 -1.594 -1.072
H -3.790 -0.450 -3.253
H -5.395 -1.397 -4.881
H -6.900 -3.233 -4.205
H -6.833 -4.096 -1.895
H -5.202 -3.195 -0.287
C -0.222 1.622 -6.126
C -0.179 0.105 -5.955
C 1.243 -0.407 -5.692
C 1.632 -0.394 -4.216
N 0.938 -1.466 -3.516
C 0.411 -1.459 -2.294
S 0.276 0.029 -1.417
N -0.088 -2.601 -1.818
C -0.259 -3.823 -2.598
C -1.346 -3.679 -3.672
C -1.283 -4.795 -4.715
C -0.082 -4.691 -5.653
H -1.245 1.962 -6.286
H 0.374 1.923 -6.988
H 0.178 2.129 -5.248
H -0.561 -0.356 -6.867
H -0.834 -0.199 -5.130
H 1.955 0.205 -6.248
H 1.344 -1.433 -6.061
H 1.380 0.546 -3.733
H 2.711 -0.549 -4.122
H 0.892 -2.333 -4.033
H -0.368 -2.609 -0.845
H -0.537 -4.611 -1.901
H 0.696 -4.111 -3.046
H -1.258 -2.714 -4.180
H -2.323 -3.688 -3.185
H -2.193 -4.754 -5.314
H -1.267 -5.763 -4.209
H -0.090 -3.742 -6.195
H -0.117 -5.490 -6.391
H 0.867 -4.785 -5.123
O 2.155 1.070 0.607
S 3.320 0.733 -0.323
C 4.409 2.182 -0.289
C 4.157 3.304 0.476
C 5.096 4.326 0.511
C 6.268 4.224 -0.220
C 6.503 3.099 -1.002
C 5.571 2.078 -1.042
C 4.519 -0.209 0.647
C 5.378 -1.060 -0.031
C 6.366 -1.728 0.672
C 6.475 -1.552 2.044
C 5.584 -0.726 2.716
C 4.600 -0.043 2.018
H 3.243 3.383 1.049
H 4.912 5.196 1.126
H 7.007 5.011 -0.173
H 7.421 3.009 -1.565
H 5.757 1.197 -1.642
H 5.261 -1.211 -1.098
H 7.049 -2.381 0.146
H 7.258 -2.061 2.589
H 5.667 -0.600 3.787
H 3.897 0.600 2.532
O -0.710 -2.160 0.735
C -1.511 -2.110 1.704
O -1.754 -1.007 2.233
H -2.005 -3.026 2.055

(2)
148
Properties=species:S:1:pos:R:3 method="wB97M-V/def2-TZVPD" homo_lumo_gap_ev=1.18 e_above_lowest_ev=0.000 charge=0
C 5.846 2.860 4.117
C 6.205 2.076 2.799
C 4.868 1.608 2.135
C 4.843 2.038 0.631
C 3.435 1.633 0.072
C 2.502 2.869 -0.025
C 1.003 2.612 0.198
C 0.317 3.615 0.912
C -1.077 3.621 1.212
S -1.792 4.971 2.135
C -1.818 2.549 0.760
O -3.260 2.486 0.984
C -3.823 2.995 -0.289
C -5.365 3.506 -0.196
C -6.217 2.712 0.950
C -5.540 5.037 -0.062
C -4.646 5.870 -1.010
C -5.443 5.565 1.415
C -1.062 1.445 0.015
C 0.284 1.460 -0.261
N 0.946 0.386 -1.006
C 0.539 -0.997 -0.665
C 1.529 -2.016 -0.616
C 3.011 -1.786 -0.882
C 3.450 -1.939 -2.399
C 2.651 -2.966 -3.197
C 3.071 -4.286 -3.359
C 2.345 -5.215 -4.115
C 1.136 -4.836 -4.715
C 0.696 -3.516 -4.551
C 1.437 -2.594 -3.817
C 1.149 -3.337 -0.331
C -0.195 -3.713 -0.047
C -1.216 -2.753 -0.078
N -2.611 -3.225 0.241
C -2.981 -2.805 1.639
C -2.107 -3.482 2.752
C -0.914 -2.579 3.204
C -0.792 -1.390 -0.418
S -1.963 -0.054 -0.587
H 6.721 2.776 4.783
H 4.963 2.409 4.597
H 5.659 3.914 3.862
H 6.747 1.158 3.086
H 6.784 2.701 2.105
H 4.717 0.516 2.174
H 3.972 2.081 2.588
H 5.622 1.520 0.052
H 4.923 3.138 0.550
H 3.577 1.235 -0.962
H 3.008 0.801 0.654
H 2.668 3.425 -0.966
H 2.817 3.559 0.783
H 0.896 4.471 1.276
H -1.214 4.962 3.363
H -3.099 3.719 -0.683
H -3.822 2.120 -1.042
H -5.849 3.212 -1.147
H -6.259 1.594 0.761
H -7.249 3.098 0.867
H -5.795 2.845 1.956
H -6.587 5.247 -0.359
H -4.900 6.939 -1.032
H -3.605 5.804 -0.620
H -4.592 5.407 -2.022
H -5.085 4.802 2.124
H -6.452 5.860 1.759
H -4.794 6.452 1.505
H 0.880 0.555 -2.020
H 3.374 -0.799 -0.574
H 3.618 -2.528 -0.335
H 3.419 -0.972 -2.945
H 4.500 -2.275 -2.392
H 4.006 -4.645 -2.911
H 2.680 -6.247 -4.261
H 0.576 -5.567 -5.304
H -0.234 -3.235 -5.053
H 1.079 -1.554 -3.732
H 1.909 -4.126 -0.324
H -0.415 -4.761 0.176
H -2.614 -4.242 0.199
H -2.897 -1.708 1.723
H -4.029 -3.086 1.855
H -1.682 -4.428 2.382
H -2.751 -3.625 3.638
H -0.113 -2.654 2.449
H -0.496 -2.928 4.163
H -1.219 -1.521 3.269
O -3.437 4.260 -3.352
H -2.906 3.638 -2.847
Cs -4.459 0.085 0.128
Al 2.237 0.796 -3.225
O -11.268 4.028 2.654
Cl -10.415 4.059 1.493
O -11.125 4.639 0.380
O -10.008 2.708 1.156
O -9.228 4.847 1.777
F -9.666 2.675 4.984
C -9.159 1.445 5.059
C -7.993 1.239 5.774
C -7.465 -0.041 5.860
C -8.102 -1.098 5.222
C -9.272 -0.877 4.501
C -9.808 0.402 4.422
H -7.509 2.078 6.257
H -6.556 -0.215 6.423
H -7.686 -2.097 5.286
H -9.765 -1.700 4.001
H -10.721 0.596 3.873
O 3.427 3.332 -4.215
C 3.119 4.490 -4.070
O 2.810 5.024 -2.876
C 2.380 6.392 -3.047
C 2.974 6.826 -4.374
C 2.978 5.523 -5.164
H 1.288 6.414 -3.051
H 2.740 6.994 -2.216
H 2.418 7.631 -4.851
H 4.000 7.168 -4.227
H 2.033 5.358 -5.685
H 3.811 5.470 -5.859
C 1.979 -11.125 -3.026
C 2.280 -10.558 -4.192
C 3.194 -9.393 -4.267
O 3.467 -8.872 -5.329
C 3.760 -8.885 -2.995
C 3.460 -9.450 -1.829
C 2.546 -10.616 -1.753
O 2.274 -11.134 -0.692
H 1.314 -11.975 -2.951
H 1.877 -10.915 -5.131
H 4.425 -8.034 -3.071
H 3.863 -9.092 -0.891
C 6.721 -1.649 1.254
C 6.609 -1.481 -0.278
C 7.891 -0.779 -0.793
O 5.562 -0.688 -0.546
H 6.827 -0.692 1.767
H 5.847 -2.154 1.659
H 7.597 -2.255 1.506
H 6.626 -2.503 -0.705
H 8.027 0.205 -0.339
H 7.864 -0.654 -1.876
H 8.772 -1.381 -0.550
O 5.524 -2.003 3.992
H 5.809 -2.362 4.839
H 4.649 -1.643 4.172
Br -0.237 -5.844 -1.724

(3)
146
Properties=species:S:1:pos:R:3 method="wB97M-V/def2-TZVPD" homo_lumo_gap_ev=7.62 charge=0
Sc -0.745 -0.459 -0.034
C -0.554 -0.104 2.229
Si 1.026 0.193 3.121
C 2.321 -0.778 2.155
N 2.176 -0.734 0.682
C 2.932 -1.853 0.102
C 4.421 -1.863 0.477
C 5.005 -0.440 0.477
C 4.140 0.461 -0.394
C 2.696 0.543 0.121
C 1.546 1.988 3.334
C 0.611 2.920 3.785
C 0.980 4.216 4.119
C 2.305 4.610 4.003
C 3.256 3.700 3.563
C 2.877 2.405 3.241
C 1.108 -0.518 4.874
C 1.039 -1.898 5.088
C 1.107 -2.448 6.359
C 1.247 -1.618 7.462
C 1.310 -0.245 7.280
C 1.242 0.295 6.002
H -1.338 0.545 2.639
H -0.832 -1.119 2.544
H 2.220 -1.820 2.473
H 3.330 -0.486 2.469
H 2.824 -1.792 -0.975
H 2.476 -2.788 0.418
H 4.944 -2.486 -0.253
H 4.567 -2.333 1.451
H 6.032 -0.448 0.110
H 5.046 -0.038 1.492
H 4.152 0.062 -1.411
H 4.554 1.469 -0.444
H 2.043 0.877 -0.694
H 2.627 1.294 0.908
H -0.426 2.622 3.900
H 0.236 4.916 4.478
H 2.598 5.619 4.266
H 4.294 3.997 3.480
H 3.643 1.705 2.921
H 0.913 -2.574 4.248
H 1.047 -3.521 6.490
H 1.302 -2.040 8.457
H 1.413 0.411 8.136
H 1.301 1.371 5.886
C 2.307 0.629 -3.763
Sb 0.377 1.473 -3.323
C -0.508 -0.322 -2.333
C -1.930 0.113 -2.472
C -2.706 0.011 -3.643
C -3.968 0.561 -3.670
C -4.459 1.219 -2.542
C -3.660 1.260 -1.423
N -2.441 0.708 -1.379
Si -0.185 -1.816 -3.447
C 1.330 -2.843 -3.035
C -0.028 -1.428 -5.304
C -1.643 -2.999 -3.234
C 0.875 3.359 -2.143
C 0.125 3.406 -0.841
C 0.057 4.613 -0.122
C -0.810 4.754 0.935
C -1.612 3.676 1.284
C -1.421 2.498 0.600
N -0.561 2.334 -0.415
Si 2.676 3.976 -1.922
C 3.254 3.575 -0.177
C 3.899 3.360 -3.208
C 2.874 5.847 -2.078
Si -0.134 4.528 -3.323
C -1.898 3.879 -3.482
C 0.731 4.583 -4.990
C -0.375 6.311 -2.777
H 2.161 -0.407 -4.053
H 2.981 0.682 -2.916
H 2.744 1.161 -4.603
H -2.302 -0.474 -4.520
H -4.570 0.497 -4.568
H -5.435 1.682 -2.534
H -3.996 1.761 -0.520
H 2.272 -2.295 -3.089
H 1.381 -3.655 -3.767
H 1.254 -3.299 -2.050
H 0.912 -1.818 -5.700
H -0.057 -0.361 -5.535
H -0.838 -1.901 -5.863
H -2.058 -2.944 -2.224
H -1.316 -4.031 -3.393
H -2.454 -2.802 -3.936
H 0.661 5.449 -0.436
H -0.879 5.694 1.467
H -2.336 3.736 2.083
H -1.999 1.626 0.879
H 4.269 3.174 -0.175
H 2.599 2.866 0.331
H 3.261 4.482 0.433
H 4.385 2.424 -2.933
H 4.675 4.122 -3.308
H 3.445 3.229 -4.190
H 2.286 6.430 -1.370
H 2.656 6.212 -3.083
H 3.928 6.063 -1.876
H -2.029 3.248 -4.362
H -2.594 4.719 -3.554
H -2.186 3.286 -2.608
H 0.772 3.601 -5.465
H 1.752 4.961 -4.904
H 0.187 5.252 -5.662
H -0.906 6.387 -1.828
H -1.010 6.775 -3.538
H 0.539 6.897 -2.710
C -0.168 -4.178 1.917
S -0.171 -3.945 0.147
O -0.777 -2.552 -0.028
C -1.366 -5.166 -0.293
C -0.851 -6.289 -0.928
C -1.702 -7.356 -1.179
C -3.033 -7.285 -0.792
C -3.537 -6.148 -0.168
C -2.701 -5.072 0.079
H 0.344 -5.117 2.127
H -1.196 -4.207 2.277
H 0.376 -3.338 2.342
H 0.193 -6.327 -1.215
H -1.322 -8.243 -1.669
H -3.688 -8.128 -0.961
H -4.561 -6.125 0.183
H -3.073 -4.189 0.583
N -3.147 -1.110 0.455
C -3.809 -2.069 1.328
C -3.225 -2.504 2.504
C -3.787 -3.569 3.203
C -4.930 -4.190 2.729
C -5.564 -3.693 1.595
C -5.008 -2.634 0.900
S -5.458 -5.778 3.394
O -4.664 -5.944 4.596
O -5.090 -6.674 2.300
O -6.886 -5.640 3.592
H -3.587 -0.201 0.559
H -3.367 -1.389 -0.498
H -2.314 -2.042 2.852
H -3.327 -3.959 4.103
H -6.474 -4.170 1.254
H -5.468 -2.279 -0.017